16 unconnected molecules or ions with the total composition C58H155N7O22. Source: the OMol25 dataset; level of theory: ωB97M-V/def2-TZVPD.

The geometry in XYZ format:
```
242
Properties=species:S:1:pos:R:3:forces:R:3
C 24.116 15.430 15.108 0.893 -1.095 1.143
C 24.348 14.428 16.285 -1.057 -0.493 -1.230
O 25.678 14.004 16.409 1.043 0.372 -0.318
H 24.115 14.988 14.117 0.267 -0.101 -0.047
H 24.905 16.184 15.227 -0.169 0.041 -0.426
H 23.178 15.901 15.275 -0.888 0.538 0.038
H 23.742 13.488 16.216 0.278 0.905 -0.088
H 24.075 14.947 17.177 -0.486 0.295 0.833
H 26.209 14.811 16.294 0.079 -0.549 0.142
C 14.333 14.252 20.224 -1.760 0.079 0.426
C 14.683 15.411 21.129 0.248 -0.611 -0.575
O 16.086 15.671 21.018 0.180 0.037 -0.225
H 13.293 13.963 20.428 0.094 -0.084 0.145
H 14.939 13.440 20.547 0.591 -0.939 -0.201
H 14.305 14.401 19.142 0.705 0.326 0.065
H 14.428 15.136 22.165 0.443 0.189 -0.285
H 14.111 16.282 20.860 -0.260 0.629 -0.042
H 16.340 15.492 20.091 -0.222 0.144 0.663
C 24.032 12.263 23.998 -0.147 2.113 0.417
C 24.342 13.492 23.107 0.761 -1.267 -0.474
O 23.213 13.708 22.296 -0.925 -0.326 0.016
H 23.036 12.471 24.438 0.329 -0.561 -0.382
H 24.717 12.241 24.845 0.219 -0.223 -0.089
H 24.090 11.365 23.417 -0.233 -0.526 -0.151
H 25.230 13.277 22.449 -0.576 0.193 0.659
H 24.530 14.394 23.671 0.299 0.130 0.502
H 23.486 14.177 21.512 0.389 0.450 -0.585
C 16.973 12.974 24.390 1.384 0.271 0.732
C 17.291 12.115 23.190 -1.140 0.397 -0.157
O 15.988 11.634 22.743 1.240 -0.560 -1.106
H 17.873 13.421 24.927 -0.968 -0.468 -0.947
H 16.476 12.337 25.115 -0.172 -0.056 0.137
H 16.291 13.735 24.085 -0.444 0.842 -0.036
H 17.841 11.285 23.578 0.812 -0.715 -0.290
H 17.804 12.637 22.348 -0.213 -0.340 0.783
H 16.196 11.063 21.958 -0.451 0.725 0.764
C 22.434 9.888 19.435 0.262 1.064 0.810
C 22.260 11.382 19.638 0.199 1.384 0.816
O 22.503 12.143 18.470 -1.083 -0.052 -0.863
H 21.914 9.556 18.554 -0.378 -0.250 -0.180
H 22.146 9.365 20.351 -0.102 -0.185 -0.255
H 23.495 9.764 19.292 0.460 -0.502 -0.154
H 22.926 11.850 20.384 0.032 -0.962 0.251
H 21.295 11.736 19.987 -0.423 -0.595 -0.138
H 23.437 12.208 18.382 1.210 0.164 -0.298
C 23.566 20.113 19.219 1.036 1.129 0.433
C 24.203 20.770 20.521 0.274 1.090 -3.127
O 24.471 19.820 21.437 0.038 -1.125 2.189
H 23.554 20.810 18.364 -0.552 0.057 0.433
H 22.614 19.623 19.397 -0.190 0.137 -0.012
H 24.288 19.377 18.882 0.054 -0.478 0.196
H 23.719 21.707 20.851 -0.621 -0.599 0.263
H 25.178 21.181 20.186 -0.201 -0.274 -0.001
H 23.673 19.542 21.969 0.265 -0.127 -0.579
C 16.726 18.051 23.655 0.454 -0.597 0.009
C 17.590 19.311 23.829 -0.645 -1.141 0.377
O 18.990 19.136 23.815 0.103 0.146 0.339
H 16.492 17.542 24.572 0.196 -0.071 0.902
H 17.169 17.239 23.049 -0.277 0.738 -0.355
H 15.746 18.380 23.316 -0.085 -0.174 -0.587
H 17.191 19.761 24.735 0.435 0.471 0.360
H 17.292 19.950 23.023 0.391 0.693 -0.504
H 19.314 18.811 24.691 -0.527 -0.046 -0.701
C 16.538 9.773 18.241 -0.824 -0.195 0.098
C 15.586 9.271 19.322 -1.440 0.237 -0.614
O 16.155 9.525 20.587 1.505 0.770 -0.488
H 16.565 10.845 18.278 -0.074 0.707 -0.064
H 16.229 9.484 17.222 0.121 -0.046 0.518
H 17.536 9.451 18.457 0.602 -0.502 -0.048
H 15.351 8.205 19.237 0.290 -0.057 -0.180
H 14.587 9.789 19.245 0.877 -0.271 -0.065
H 15.571 9.284 21.276 -1.096 -0.610 0.941
C 20.941 18.307 16.488 -1.571 -0.599 0.350
C 19.803 17.251 16.433 1.490 -0.242 1.693
O 18.527 17.713 16.658 -1.239 -0.961 -2.127
H 21.237 18.545 17.526 -0.023 0.145 -0.677
H 20.718 19.158 15.858 -0.346 0.556 0.305
H 21.680 17.812 15.933 1.880 -0.596 -0.237
H 20.045 16.477 17.233 -0.019 0.455 -0.989
H 19.859 16.765 15.460 -0.351 -0.066 -0.032
H 18.449 18.299 17.379 0.138 1.290 1.917
C 19.312 23.043 17.889 0.339 -0.475 1.314
O 18.860 22.034 18.811 -2.372 2.915 -0.321
C 19.799 21.100 19.020 2.588 -0.509 -1.849
C 19.323 19.994 19.860 -0.530 -1.371 -0.379
N 18.110 19.369 19.244 0.997 0.445 0.439
C 17.301 18.627 20.221 1.372 0.447 -0.227
C 15.898 18.600 19.795 -1.423 -0.908 0.129
O 15.352 19.846 19.486 -0.333 0.369 -0.514
C 15.304 20.757 20.517 -1.195 2.664 0.070
H 18.755 23.964 17.995 -0.234 0.041 0.396
H 19.161 22.690 16.902 0.056 -0.442 -1.193
H 20.385 23.232 18.069 -0.323 0.098 -0.136
H 20.696 21.591 19.401 0.371 -0.229 0.648
H 20.131 20.763 18.011 -0.030 -0.581 0.347
H 19.170 20.357 20.866 -0.444 0.095 0.597
H 20.124 19.259 19.915 0.110 -0.237 0.098
H 17.566 20.174 18.940 -0.241 -0.266 -0.071
H 17.360 19.158 21.168 0.049 -0.167 0.398
H 17.646 17.595 20.398 0.021 0.464 -0.170
H 15.350 18.036 20.564 -0.250 0.434 0.073
H 15.698 18.093 18.879 0.447 -0.928 -0.764
H 14.259 21.187 20.654 0.895 -0.929 -0.041
H 15.874 21.688 20.267 0.108 -0.801 0.218
H 15.654 20.347 21.443 0.137 -0.129 0.695
C 19.904 16.248 25.331 -1.100 1.078 0.339
O 19.636 17.543 25.874 -0.165 0.400 -0.733
C 19.680 17.685 27.252 1.231 -0.515 1.435
C 18.461 17.092 27.973 1.492 -0.280 -0.610
N 18.510 15.632 27.951 0.657 0.876 0.368
C 17.200 15.050 27.988 -0.390 -0.930 -0.032
C 17.379 13.582 28.298 1.262 -0.931 -0.769
O 17.777 13.417 29.638 0.082 0.191 0.570
C 18.234 12.140 30.010 0.370 -0.693 -0.021
H 19.804 16.396 24.286 -0.172 -0.058 -1.141
H 19.168 15.565 25.707 -0.080 -0.611 0.047
H 20.897 15.945 25.525 1.199 -0.491 0.565
H 19.759 18.746 27.508 -0.129 0.053 -0.359
H 20.666 17.243 27.591 -0.998 0.168 0.129
H 17.613 17.395 27.399 -0.779 0.372 -0.297
H 18.401 17.524 28.972 -0.169 0.019 0.265
H 19.063 15.332 28.763 -0.492 -0.152 -0.456
H 16.647 15.111 27.023 0.647 0.211 0.287
H 16.571 15.552 28.725 -0.330 -0.195 0.299
H 18.201 13.161 27.650 -0.451 0.606 0.286
H 16.538 12.973 28.010 -0.885 -0.174 0.335
H 17.415 11.409 30.108 0.147 0.054 -0.634
H 18.648 12.160 31.007 0.022 0.639 0.434
H 19.098 11.753 29.410 -0.933 0.286 -0.170
C 32.641 13.158 19.443 -1.024 0.724 -1.082
O 32.196 14.372 18.794 0.296 -0.586 0.713
C 31.798 14.164 17.440 1.912 2.704 1.144
C 31.452 15.565 16.932 0.372 0.264 0.673
N 30.609 15.565 15.768 -0.907 0.482 0.238
C 29.954 16.856 15.611 0.658 1.338 -0.184
C 28.611 16.872 16.266 -1.386 -0.168 -0.027
O 28.042 18.179 16.298 0.935 -0.383 -0.485
C 26.842 18.213 16.983 -0.852 0.544 1.149
H 33.408 12.743 18.804 0.639 -0.318 0.226
H 31.821 12.419 19.477 0.121 0.271 0.214
H 32.980 13.431 20.439 0.101 -0.126 -0.113
H 30.981 13.559 17.424 -2.560 -1.916 -0.275
H 32.624 13.720 16.911 0.366 -0.278 -0.552
H 32.368 16.155 16.765 0.090 -0.186 0.047
H 30.930 16.135 17.735 0.192 -0.712 -0.336
H 31.116 15.331 14.943 0.365 -0.148 -0.528
H 29.888 17.153 14.560 -0.207 -0.295 0.007
H 30.501 17.713 16.079 0.141 -0.612 -0.194
H 28.683 16.458 17.286 -0.037 0.054 -0.173
H 27.906 16.265 15.676 0.151 -0.355 0.213
H 27.000 18.183 18.076 0.004 -0.651 -0.125
H 26.071 17.467 16.678 0.635 0.204 0.058
H 26.406 19.203 16.880 -0.104 0.149 -0.534
C 26.957 9.853 20.800 1.853 -0.290 -1.678
O 26.259 11.005 20.487 0.088 1.076 0.664
C 26.285 11.333 19.142 -0.191 0.574 -1.516
C 27.641 11.592 18.440 -0.066 -0.041 -0.134
N 28.483 12.517 19.175 0.896 -0.346 -0.063
C 27.981 13.872 19.099 -0.041 -0.502 0.336
C 28.830 14.872 19.777 2.108 -0.367 0.469
O 28.733 14.677 21.175 0.172 0.152 0.725
C 29.799 15.297 21.907 0.081 -1.044 -0.924
H 28.058 9.913 20.485 -1.170 0.052 0.545
H 26.561 9.020 20.212 -0.163 -0.363 0.310
H 26.905 9.715 21.849 -0.137 -0.378 0.898
H 25.686 12.245 19.005 0.042 -0.213 0.300
H 25.807 10.548 18.575 -0.469 -0.520 -0.403
H 27.410 12.117 17.480 -0.043 -0.669 0.558
H 28.158 10.634 18.160 -0.240 0.866 0.512
H 28.631 12.232 20.138 -0.191 0.074 -0.083
H 27.004 13.962 19.533 -0.951 0.087 0.219
H 27.899 14.113 18.066 -0.077 0.340 -0.987
H 28.583 15.875 19.491 -0.582 0.875 -0.080
H 29.905 14.758 19.492 -0.569 -0.145 -0.025
H 29.659 16.353 21.990 -0.286 0.899 0.143
H 30.730 15.146 21.331 -0.074 -0.072 0.470
H 29.861 14.849 22.903 -0.069 0.023 -0.301
C 12.203 12.144 14.062 1.525 -0.011 0.570
O 12.964 13.266 14.528 0.146 -0.272 -0.004
C 14.330 13.153 14.121 0.249 0.546 -0.310
C 15.316 13.944 15.006 -2.494 0.985 0.609
N 15.738 13.180 16.190 -0.772 0.256 -1.638
C 16.686 13.936 16.958 0.707 -0.415 0.971
C 18.076 14.057 16.356 -1.364 1.266 -0.212
O 18.614 12.838 16.005 -1.188 -1.227 0.333
C 19.942 13.047 15.757 1.600 1.165 -1.110
H 12.294 12.082 12.991 -0.031 -0.228 -0.627
H 11.169 12.217 14.322 -0.577 0.485 0.345
H 12.609 11.225 14.528 -0.179 0.192 -0.289
H 14.450 13.489 13.048 -0.233 -0.337 0.915
H 14.639 12.111 14.193 -0.014 -0.354 -0.215
H 14.796 14.883 15.340 0.383 -0.743 -0.225
H 16.127 14.270 14.390 0.817 0.127 -0.528
H 16.209 12.423 15.705 0.397 -0.508 0.893
H 16.805 13.454 17.938 0.009 -0.194 -0.174
H 16.318 14.932 17.241 -0.104 -0.054 -0.564
H 18.667 14.501 17.128 0.713 0.674 0.471
H 18.098 14.697 15.450 -0.095 0.118 0.417
H 20.017 13.925 14.981 0.395 -1.520 1.126
H 20.364 12.118 15.377 0.158 0.150 -0.186
H 20.478 13.330 16.688 -0.060 0.003 -0.477
C 25.512 16.114 20.585 -0.330 1.563 -0.381
O 24.286 15.497 20.318 -0.678 -0.460 0.120
C 23.470 16.395 19.626 -1.085 0.909 -0.746
C 21.993 15.952 19.577 0.744 0.104 0.157
N 21.427 16.052 20.928 -0.796 -0.776 0.337
C 19.925 15.987 20.935 1.201 -0.915 0.111
C 19.367 14.582 20.898 -0.465 -1.671 0.544
O 19.464 13.987 19.600 -0.106 1.168 -0.195
C 18.820 12.737 19.536 0.896 0.121 0.935
H 26.106 15.446 21.152 0.736 -0.554 0.559
H 25.328 17.084 21.126 0.376 -0.749 -0.332
H 25.978 16.342 19.610 0.279 0.042 0.332
H 23.908 16.653 18.634 -0.296 -0.649 0.055
H 23.470 17.390 20.101 0.018 -0.290 0.426
H 21.800 14.993 19.083 0.394 -0.253 0.157
H 21.472 16.669 18.945 -0.022 0.316 0.031
H 21.778 15.285 21.564 -0.465 1.039 -1.042
H 19.468 16.488 20.082 0.406 0.453 -0.088
H 19.624 16.480 21.852 -0.443 0.092 0.156
H 18.293 14.556 21.193 0.440 0.337 -0.019
H 19.886 13.867 21.608 -0.207 0.852 -0.331
H 19.353 12.107 20.273 -0.479 -0.419 -0.457
H 18.919 12.388 18.517 0.029 -0.333 -0.088
H 17.771 12.787 19.829 -0.259 0.102 0.015
C 23.865 17.170 24.094 0.412 0.455 -0.685
C 22.732 18.207 24.148 -0.796 -0.008 -1.177
C 23.101 19.406 24.963 -0.039 1.225 -0.169
O 23.147 18.990 26.287 0.064 -0.567 1.083
C 23.662 19.945 27.170 1.197 0.405 -0.105
N 22.326 18.642 22.745 0.521 -1.590 0.906
H 24.800 17.581 23.649 -0.621 0.083 0.241
H 23.614 16.310 23.454 -0.211 0.169 0.387
H 24.115 16.858 25.108 -0.139 -0.189 -0.066
H 21.870 17.756 24.667 0.221 0.085 -0.231
H 22.375 20.260 24.838 0.350 -0.701 -0.016
H 24.090 19.788 24.691 0.104 0.091 -0.325
H 24.609 20.424 26.766 -0.821 -0.608 0.416
H 23.877 19.486 28.150 -0.093 0.010 -0.535
H 22.954 20.744 27.320 -0.405 0.483 0.109
H 21.967 17.766 22.328 0.456 0.484 -0.441
H 21.519 19.242 22.729 -0.429 0.369 0.598
```
Positions in Å, forces in eV/Å.

Computed properties:
- highest occupied orbital energy (eV) = -8.457
- orbital gap (Eh) = 0.3350
- LUMO (eV) = 0.66
- largest force on an atom (eV/Å) = 3.772
- 2S+1 = 1

Mulliken population analysis, charges in e, atoms 1 to 2: number 1, C, carries -0.828; number 2, C, carries 0.706